Density functional theory data (wB97M-V/def2-TZVPD) for the molecule C4H9NO2.

Output
HOMO: -10.02 eV
E_LUMO: 0.773 eV
Orbital gap: 0.397 hartree
Energy relative to the best compared isomer or geometry (same formula, charge and spin): 24.0 kcal/mol
SMILES: C[C@@H](O)CNC=O

Atoms and positions in Å:
C  1.074  1.356  -1.297
C  0.766  0.085  -0.517
O  1.989  -0.314  0.082
C  -0.362  0.292  0.525
N  -1.502  -0.593  0.382
C  -1.475  -1.808  0.988
O  -0.514  -2.233  1.601
H  0.225  1.686  -1.906
H  1.935  1.178  -1.948
H  1.344  2.156  -0.599
H  0.435  -0.702  -1.212
H  1.841  -0.509  1.011
H  0.042  0.085  1.520
H  -0.723  1.325  0.516
H  -2.351  -0.275  -0.058
H  -2.416  -2.376  0.874


Density functional theory data (wB97M-V/def2-TZVPD) for a structure of composition C25H49AuN8O2P.

Output
HOMO: -3.68 eV
Total charge: -1
E_LUMO: 2.823 eV
Orbital gap: 0.239 hartree
Energy relative to the best compared isomer or geometry (same formula, charge and spin): 33.4 kcal/mol

Atoms and positions in Å:
Au  -0.310  -0.114  -0.499
C  1.571  4.160  -0.121
C  1.173  2.710  -0.229
N  0.412  2.131  0.625
O  -0.147  2.933  1.651
C  1.712  1.940  -1.310
C  2.789  2.565  -2.163
N  1.270  0.728  -1.567
O  1.849  0.049  -2.499
H  0.999  4.634  0.673
H  1.385  4.679  -1.058
H  2.632  4.240  0.115
H  -0.781  2.316  2.041
H  3.574  3.010  -1.554
H  2.377  3.341  -2.812
H  3.210  1.784  -2.791
N  -1.941  -0.789  0.423
P  -2.924  -1.923  0.243
N  -2.615  -3.455  -0.524
C  -2.059  -4.625  0.127
C  -0.866  -5.213  -0.625
C  -1.238  -5.519  -2.076
C  -1.997  -4.346  -2.722
C  -2.004  -3.134  -1.800
N  -4.345  -1.521  -0.625
C  -4.431  -0.350  -1.450
C  -4.773  -0.686  -2.908
C  -6.017  -1.575  -2.969
C  -5.816  -2.810  -2.099
C  -5.502  -2.367  -0.671
N  -3.571  -2.437  1.744
C  -4.275  -3.613  2.175
C  -3.660  -4.161  3.484
C  -2.851  -3.069  4.181
C  -3.621  -1.757  4.116
C  -3.773  -1.324  2.647
H  -2.832  -5.413  0.170
H  -1.770  -4.387  1.157
H  -0.547  -6.133  -0.127
H  -0.033  -4.511  -0.596
H  -1.865  -6.416  -2.099
H  -0.331  -5.735  -2.644
H  -3.029  -4.636  -2.930
H  -1.534  -4.059  -3.670
H  -2.585  -2.314  -2.230
H  -0.982  -2.741  -1.684
H  -3.467  0.161  -1.375
H  -5.217  0.318  -1.064
H  -3.933  -1.201  -3.379
H  -4.944  0.240  -3.464
H  -6.228  -1.867  -4.002
H  -6.878  -1.012  -2.594
H  -4.976  -3.390  -2.479
H  -6.707  -3.446  -2.109
H  -5.310  -3.239  -0.052
H  -6.373  -1.825  -0.265
H  -4.239  -4.380  1.404
H  -5.337  -3.371  2.360
H  -3.013  -5.015  3.273
H  -4.461  -4.506  4.144
H  -1.896  -2.937  3.669
H  -2.651  -3.351  5.219
H  -3.103  -0.982  4.684
H  -4.606  -1.900  4.572
H  -3.021  -0.584  2.362
H  -4.774  -0.874  2.510
C  2.908  -1.047  0.938
C  3.958  -2.078  1.419
N  3.495  -3.435  1.138
C  2.262  -3.673  1.885
C  1.210  -2.601  1.519
N  1.733  -1.752  0.463
C  2.108  -2.551  -0.691
C  3.213  -3.555  -0.292
H  3.281  -0.443  0.110
H  2.605  -0.371  1.739
H  4.125  -2.013  2.497
H  4.916  -1.934  0.914
H  2.508  -3.650  2.951
H  1.914  -4.680  1.637
H  0.970  -1.961  2.370
H  0.276  -3.042  1.169
H  2.432  -1.864  -1.475
H  1.214  -3.059  -1.051
H  4.146  -3.365  -0.829
H  2.916  -4.591  -0.482


Density functional theory data (wB97M-V/def2-TZVPD) for the molecule C3H3ClN2S.

Output
HOMO: -8.65 eV
E_LUMO: 0.771 eV
Orbital gap: 0.346 hartree
Energy relative to the best compared isomer or geometry (same formula, charge and spin): 42.1 kcal/mol
SMILES: Sc1c[nH]nc1Cl

Atoms and positions in Å:
S  -1.615  -1.658  -0.061
C  -0.338  -0.508  -0.008
C  -0.761  0.803  -0.173
N  0.373  1.557  -0.142
N  1.371  0.805  0.114
C  0.978  -0.480  -0.092
Cl  2.047  -1.757  -0.112
H  -0.766  -2.583  0.511
H  -1.797  1.184  -0.267
H  0.507  2.637  0.231


Density functional theory data (wB97M-V/def2-TZVPD) for a structure of composition C12H18AlI2O5SY.

Output
HOMO (spin up / spin down): -22.10 / -22.04 eV
Total charge: +4
E_LUMO (spin up / spin down): -17.463 / -17.938 eV
Orbital gap (spin up / spin down): 0.170 / 0.151 hartree

Atoms and positions in Å:
I  0.978  3.766  0.809
I  -1.530  -1.745  -3.105
Al  -0.541  -0.955  -0.845
Y  0.305  1.114  0.524
S  0.985  0.663  -1.713
C  2.313  0.516  1.442
C  -0.241  0.901  2.590
C  2.745  0.294  -2.152
C  2.608  -0.056  -3.611
C  3.363  -0.865  -1.360
C  3.520  1.590  -1.942
C  -1.769  -1.964  0.298
C  0.702  -2.522  -0.581
O  -0.617  0.962  3.679
O  3.333  0.281  1.869
O  -2.576  -2.616  0.898
O  1.351  -3.481  -0.591
H  3.590  -0.324  -4.015
H  2.216  0.795  -4.189
H  1.925  -0.908  -3.763
H  4.430  -0.643  -1.192
H  3.309  -1.798  -1.951
H  2.905  -1.034  -0.389
H  4.554  1.443  -2.283
H  3.548  1.908  -0.887
H  3.073  2.413  -2.523
C  -3.356  0.348  1.407
C  -2.983  1.498  0.421
C  -4.241  1.746  -0.439
C  -2.709  2.803  1.220
O  -1.892  1.183  -0.386
H  -4.142  0.676  2.096
H  -2.504  0.034  2.025
H  -3.748  -0.491  0.859
H  -5.098  1.998  0.186
H  -4.048  2.562  -1.118
H  -4.468  0.863  -1.013
H  -1.821  2.699  1.876
H  -2.502  3.602  0.526
H  -3.547  3.062  1.850